--- i ---
Density functional theory data (ωB97M-V/def2-TZVPD) for a molecular structure, C20H30B2BrCrF4N5O6Sb.

For the HOMO energy (alpha / beta), the calculation gives -0.482 / -0.486 hartree. The LUMO energy (alpha / beta) is -7.36 / -7.32 eV.

Geometry as ORCA input:
```
! wB97M-V def2-TZVPD RIJCOSX def2/J DEFGRID3
* xyz 2 2
Cr -0.52 -1.34 -1.22
C -4.41 -2.34 0.11
C -3.15 -1.70 -0.37
N -2.02 -2.28 -0.38
O -1.97 -3.60 -0.07
B -0.87 -4.36 -0.48
F -0.98 -2.35 -2.64
F -1.05 -5.66 -0.37
O 0.41 -4.03 -0.95
N 1.01 -2.76 -0.97
C 1.85 -2.58 -2.13
C 2.80 -3.68 -2.54
C 1.74 -1.35 -2.75
N 0.79 -0.52 -2.28
O 0.60 0.70 -2.97
B -0.55 1.42 -2.81
F -0.59 2.60 -3.39
F 0.42 1.97 -0.41
O -1.77 1.11 -2.14
N -1.94 -0.06 -1.48
C -3.09 -0.32 -1.00
C -4.28 0.55 -1.13
C 2.55 -0.96 -3.93
H -4.45 -3.38 -0.20
H -5.30 -1.81 -0.24
H -4.42 -2.34 1.21
H 2.64 -4.58 -1.96
H 3.85 -3.39 -2.44
H 2.64 -3.95 -3.58
H -4.02 1.50 -1.59
H -4.76 0.72 -0.17
H -5.01 0.06 -1.78
H 3.32 -1.70 -4.16
H 3.01 0.01 -3.78
H 1.89 -0.87 -4.79
Br 2.30 -5.49 0.69
C 2.81 -3.70 0.59
C 4.10 -3.41 1.00
C 4.49 -2.10 1.14
C 3.51 -1.12 1.10
C 2.24 -1.43 0.70
N 1.95 -2.70 0.27
C 1.15 -0.39 0.91
O 1.47 0.60 1.56
O -0.01 -0.56 0.43
H 4.77 -4.23 1.23
H 5.52 -1.86 1.38
H 3.70 -0.10 1.41
C -2.15 4.87 1.28
C -1.23 4.09 0.33
Sb -0.07 2.60 1.30
C 1.69 3.44 2.12
C 1.49 4.89 2.57
C -1.42 1.46 2.51
C -1.62 2.15 3.86
H -2.69 5.63 0.72
H -1.60 5.38 2.07
H -2.90 4.22 1.75
H -0.50 4.74 -0.16
H -1.79 3.58 -0.45
H 2.41 3.35 1.30
H 1.98 2.77 2.92
H 1.20 5.54 1.75
H 2.43 5.26 2.98
H 0.74 4.97 3.36
H -0.99 0.47 2.61
H -2.34 1.41 1.92
H -0.70 2.18 4.44
H -2.35 1.59 4.44
H -2.00 3.17 3.77
*
```

=====

--- ii ---
Density functional theory data (ωB97M-V/def2-TZVPD) for a molecular structure, C20H30B2BrCrF4N5O6Sb.

For the HOMO energy (alpha / beta), the calculation gives -0.488 / -0.491 hartree. The LUMO energy (alpha / beta) is -7.08 / -7.04 eV.

Geometry as ORCA input:
```
! wB97M-V def2-TZVPD RIJCOSX def2/J DEFGRID3
* xyz 2 2
Cr 1.94 0.45 -0.02
C 3.86 -2.71 -2.13
C 3.00 -1.61 -1.62
N 2.95 -1.21 -0.40
O 3.83 -1.76 0.50
B 4.12 -1.02 1.65
F 3.58 1.14 -0.27
F 5.16 -1.48 2.30
O 3.55 0.08 2.30
N 2.34 0.69 2.01
C 2.35 2.09 2.22
C 3.04 2.70 3.40
C 1.66 2.81 1.25
N 1.16 2.12 0.21
O 0.57 2.87 -0.80
B 0.37 2.31 -2.03
F -0.35 3.01 -2.87
F -1.56 1.03 -0.99
O 0.83 1.12 -2.64
N 1.60 0.24 -1.93
C 2.12 -0.77 -2.54
C 2.00 -1.08 -3.98
C 1.54 4.30 1.29
H 4.85 -2.65 -1.66
H 3.97 -2.67 -3.21
H 3.43 -3.67 -1.85
H 3.64 1.96 3.92
H 2.35 3.15 4.11
H 3.74 3.48 3.08
H 1.30 -0.41 -4.47
H 1.70 -2.12 -4.13
H 2.98 -0.96 -4.46
H 1.92 4.71 2.22
H 0.50 4.59 1.16
H 2.09 4.73 0.45
Br 3.26 -0.53 5.14
C 1.62 0.02 4.45
C 0.63 0.31 5.39
C -0.66 0.56 4.99
C -0.99 0.36 3.64
C 0.00 0.09 2.73
N 1.32 0.06 3.13
C -0.45 -0.35 1.34
O -1.67 -0.50 1.21
O 0.40 -0.60 0.43
H 0.91 0.31 6.44
H -1.42 0.83 5.70
H -2.01 0.36 3.30
C -4.02 -0.93 -3.93
C -3.25 0.11 -3.12
Sb -2.75 -0.47 -1.16
C -4.38 -0.12 0.12
C -5.71 -0.23 -0.61
C -1.91 -2.40 -1.29
C -3.05 -3.42 -1.33
H -4.25 -0.54 -4.92
H -4.97 -1.19 -3.47
H -3.45 -1.84 -4.07
H -3.81 1.04 -3.02
H -2.29 0.36 -3.59
H -4.18 0.88 0.50
H -4.28 -0.83 0.94
H -5.80 0.49 -1.42
H -6.52 -0.02 0.10
H -5.89 -1.23 -1.01
H -1.25 -2.53 -0.44
H -1.32 -2.39 -2.20
H -3.62 -3.42 -0.40
H -2.63 -4.42 -1.45
H -3.73 -3.26 -2.16
*
```

=====

ii is the most stable structure; the next one sits 7.5 kcal/mol above it.

=====

--- i ---
Density functional theory data (ωB97M-V/def2-TZVPD) for 2 unconnected molecules or ions with the total composition C2H3Br3S.

For the HOMO energy, the calculation gives -0.342 hartree. The LUMO energy is -0.85 eV.

Geometry as ORCA input:
```
! wB97M-V def2-TZVPD RIJCOSX def2/J DEFGRID3
* xyz 0 1
Br -1.84 -1.28 -0.10
C -1.60 0.60 -0.32
Br -1.24 1.16 -2.20
Br -3.40 1.58 0.25
H -0.70 0.86 0.23
C 2.27 -0.84 0.48
S 1.63 0.60 0.67
H 3.25 -1.00 0.08
H 1.64 -1.68 0.91
*
```

=====

--- ii ---
Density functional theory data (ωB97M-V/def2-TZVPD) for a molecular structure, C2H3Br3S.

For the HOMO energy, the calculation gives -0.332 hartree. The LUMO energy is -0.14 eV.

Geometry as ORCA input:
```
! wB97M-V def2-TZVPD RIJCOSX def2/J DEFGRID3
* xyz 0 1
C -0.05 -1.03 -0.38
C -0.38 0.94 -0.09
S 1.54 -1.29 0.34
Br -1.43 1.53 -1.59
Br 1.30 1.75 -0.13
Br -1.24 1.18 1.68
H -1.01 -1.11 0.19
H 0.14 -1.22 -1.43
H 1.14 -0.75 1.42
*
```

=====

i is the most stable structure; the next one sits 10.7 kcal/mol above it.

=====

--- i ---
Density functional theory data (ωB97M-V/def2-TZVPD) for 14 unconnected molecules or ions with the total composition C4H26BO21.

For the HOMO energy, the calculation gives -0.316 hartree. The LUMO energy is 2.03 eV.

Geometry as ORCA input:
```
! wB97M-V def2-TZVPD RIJCOSX def2/J DEFGRID3
* xyz -1 1
O 10.77 22.50 13.71
C 11.93 22.39 13.42
O 12.77 21.51 13.95
B 14.12 21.86 13.48
O 13.97 22.94 12.48
C 12.69 23.28 12.44
O 12.17 24.15 11.82
O 14.70 20.65 12.83
C 15.81 20.29 13.44
O 16.52 19.35 13.19
C 16.01 21.24 14.63
O 15.05 22.17 14.59
O 16.92 21.23 15.41
O 15.95 24.51 10.49
H 15.72 24.01 11.29
H 15.24 24.30 9.87
O 13.29 24.00 16.51
H 12.93 23.83 17.39
H 13.32 23.13 16.09
O 8.29 23.94 13.09
H 7.96 24.53 13.78
H 9.12 23.59 13.44
O 11.67 19.01 12.76
H 11.74 19.55 13.55
H 12.55 19.04 12.36
O 18.30 23.86 15.40
H 18.94 23.56 16.05
H 17.91 23.04 15.07
O 16.61 19.63 9.81
H 15.82 20.14 9.62
H 16.38 19.11 10.59
O 19.75 20.38 16.86
H 18.83 20.41 17.13
H 19.84 19.55 16.38
O 10.10 23.40 16.37
H 10.39 24.29 16.13
H 10.43 22.84 15.66
O 17.35 17.51 15.21
H 18.31 17.58 15.17
H 17.06 17.89 14.37
O 13.44 24.74 9.20
H 13.42 25.16 10.07
H 12.53 24.48 9.05
O 10.14 19.82 15.17
H 10.04 20.36 15.95
H 9.69 20.32 14.47
O 13.03 27.03 13.25
H 13.42 27.45 12.48
H 13.63 26.29 13.44
O 15.03 25.33 14.54
H 15.79 24.77 14.37
H 14.45 24.78 15.10
*
```

=====

--- ii ---
Density functional theory data (ωB97M-V/def2-TZVPD) for a molecular structure, C4H26BO21.

For the HOMO energy, the calculation gives -0.309 hartree. The LUMO energy is 1.35 eV.

Geometry as ORCA input:
```
! wB97M-V def2-TZVPD RIJCOSX def2/J DEFGRID3
* xyz -1 1
O 36.91 37.35 22.57
C 35.92 38.03 22.72
O 35.15 37.79 23.66
B 34.38 38.97 23.93
O 34.60 39.88 22.82
C 35.53 39.28 22.16
O 36.21 39.89 21.37
O 34.68 39.54 25.25
C 33.61 39.35 25.98
O 33.81 39.22 27.17
C 32.57 38.83 25.16
O 32.92 38.67 24.02
O 31.36 38.98 25.59
O 33.97 42.66 21.26
H 33.25 42.36 21.76
H 34.60 42.00 21.20
O 30.46 38.56 27.97
H 30.76 38.98 27.17
H 29.56 38.57 28.03
O 34.58 42.60 25.12
H 34.99 43.38 24.53
H 35.05 41.76 25.23
O 36.10 40.46 18.63
H 36.03 39.97 19.36
H 36.69 40.04 18.14
O 34.43 37.68 30.14
H 34.40 38.15 29.21
H 33.78 37.06 29.87
O 36.25 37.17 26.50
H 35.55 37.40 25.86
H 36.20 37.99 27.25
O 31.42 38.41 21.31
H 30.91 37.67 21.33
H 32.38 38.10 21.28
O 37.83 39.91 24.23
H 37.30 40.41 24.80
H 37.75 40.44 23.53
O 39.58 38.06 21.79
H 40.08 38.42 22.50
H 38.69 37.89 22.21
O 28.61 37.93 23.40
H 29.16 38.74 23.76
H 27.82 38.48 23.42
O 31.62 36.00 23.79
H 32.41 35.58 24.24
H 31.96 36.91 23.60
O 29.37 40.60 26.07
H 28.58 40.06 26.26
H 30.14 40.17 25.89
O 36.51 34.16 23.49
H 36.67 34.44 22.55
H 37.37 34.31 23.85
*
```

=====

--- iii ---
Density functional theory data (ωB97M-V/def2-TZVPD) for a molecular structure, C4H26BO21.

For the HOMO energy, the calculation gives -0.304 hartree. The LUMO energy is 1.62 eV.

Geometry as ORCA input:
```
! wB97M-V def2-TZVPD RIJCOSX def2/J DEFGRID3
* xyz -1 1
O 3.18 -1.83 0.78
C 2.19 -1.36 0.16
O 1.19 -0.67 0.60
B 0.34 -0.43 -0.57
O 0.98 -0.97 -1.71
C 1.99 -1.61 -1.24
O 2.83 -2.25 -1.83
O 0.19 1.07 -0.72
C -1.07 1.26 -0.67
O -1.56 2.39 -0.78
C -1.84 0.00 -0.61
O -1.12 -0.97 -0.43
O -3.05 -0.15 -0.74
O 4.83 -3.86 -0.64
H 4.31 -3.96 -1.55
H 4.42 -3.22 -0.13
O 1.94 2.09 2.08
H 2.37 1.87 1.16
H 1.13 2.65 2.17
O -3.62 4.46 -0.59
H -3.01 3.67 -0.53
H -3.98 4.38 0.24
O 0.67 0.10 3.50
H 1.24 0.90 2.96
H 0.42 0.64 4.38
O 3.27 1.81 -0.46
H 4.11 2.24 -0.31
H 2.77 2.42 -1.06
O 3.30 -0.86 -4.31
H 3.35 -0.05 -3.89
H 2.88 -1.40 -3.58
O -5.41 0.52 0.57
H -4.62 0.51 0.40
H -5.80 -0.31 1.06
O -1.23 -3.70 1.02
H -0.84 -3.76 0.10
H -1.20 -2.81 1.42
O -4.60 0.34 -3.06
H -3.77 0.29 -2.38
H -5.23 0.83 -2.46
O -1.90 -1.90 -3.37
H -2.71 -1.53 -3.93
H -2.17 -1.50 -2.49
O -1.47 -1.46 2.58
H -1.68 -1.78 3.42
H -0.75 -0.93 2.81
O -0.55 3.22 1.47
H -0.90 3.16 0.62
H -0.94 2.66 2.00
O 4.04 0.02 2.96
H 3.19 0.60 3.04
H 3.89 -0.86 2.51
*
```

=====

i is the most stable structure; the next one sits 100.9 kcal/mol above it.